1:
C2H6N2O2 | the ωB97M-V functional and the def2-TZVPD basis

Structure (ORCA input):
```
! wB97M-V def2-TZVPD RIJCOSX def2/J DEFGRID3
* xyz 0 1
C 0.43 1.72 -0.22
C -1.02 -1.50 -0.38
N 1.55 0.00 1.21
N 0.45 0.31 -0.18
O 1.38 -1.05 1.64
O -0.83 -0.25 0.21
H 1.38 1.98 -0.66
H -0.46 2.07 -0.77
H 0.30 2.19 0.80
H -1.83 -2.02 0.16
H -0.06 -2.07 -0.37
H -1.30 -1.40 -1.45
*
```

Values from the calculation:
E_LUMO (alpha / beta) in eV: -0.21 / -0.21
HOMO-LUMO gap (alpha / beta) in eV: 8.3 / 8.3
HOMO (alpha / beta) in eV: -8.546 / -8.545

natural (NBO) atomic charge list, values in e, 8 entries: number 1, C, carries -0.46; number 2, C, carries -0.25; number 3, N, carries 0.31; number 4, N, carries -0.13; number 5, O, carries -0.20; number 6, O, carries -0.43; number 7, H, carries 0.22; number 8, H, carries 0.22

***

2:
C2H6N2O2 | the ωB97M-V functional and the def2-TZVPD basis

Structure (ORCA input):
```
! wB97M-V def2-TZVPD RIJCOSX def2/J DEFGRID3
* xyz 0 1
N 3.35 -1.01 0.62
C 3.16 0.03 0.05
O 3.08 1.07 -0.35
H 2.61 -1.70 0.74
C 0.39 0.58 -1.02
N 0.16 0.17 0.42
O -0.34 -1.22 0.35
H 0.94 1.60 -0.82
H 1.03 -0.17 -1.53
H -0.61 0.64 -1.44
H -0.70 0.65 0.76
H -0.46 -1.48 1.28
*
```

Values from the calculation:
E_LUMO in eV: 0.74
SMILES string: N=C=O.CNO
HOMO-LUMO gap in eV: 10.1
HOMO in eV: -9.380

natural (NBO) atomic charge list, values in e, 8 entries: number 1, N, carries -0.80; number 2, C, carries 0.87; number 3, O, carries -0.49; number 4, H, carries 0.42; number 5, C, carries -0.45; number 6, N, carries -0.35; number 7, O, carries -0.63; number 8, H, carries 0.23

***

3:
C2H6N2O2 | the ωB97M-V functional and the def2-TZVPD basis

Structure (ORCA input):
```
! wB97M-V def2-TZVPD RIJCOSX def2/J DEFGRID3
* xyz 0 1
C -0.70 -1.19 -0.39
C 0.18 0.00 -0.49
N -0.65 1.33 1.11
N 1.43 0.01 0.15
O 1.73 -1.01 0.72
O 2.18 0.96 0.01
H -0.30 -1.70 0.55
H -1.71 -0.91 -0.50
H -0.55 -1.78 -1.22
H 0.06 0.76 -1.31
H -1.51 1.37 0.49
H -0.15 2.16 0.89
*
```

Values from the calculation:
E_LUMO (alpha / beta) in eV: -1.12 / -1.35
HOMO-LUMO gap (alpha / beta) in eV: 8.8 / 9.2
HOMO (alpha / beta) in eV: -9.937 / -10.539

natural (NBO) atomic charge list, values in e, 8 entries: number 1, C, carries -0.69; number 2, C, carries 0.11; number 3, N, carries -0.75; number 4, N, carries 0.46; number 5, O, carries -0.37; number 6, O, carries -0.39; number 7, H, carries 0.27; number 8, H, carries 0.24

***

Of them, the most stable is 2 and the least stable is 3.

***

1:
C2H6N2O2 | the ωB97M-V functional and the def2-TZVPD basis

Structure (ORCA input):
```
! wB97M-V def2-TZVPD RIJCOSX def2/J DEFGRID3
* xyz 0 1
C -2.23 -0.40 0.03
O -0.76 -0.22 -0.18
N -0.27 1.11 0.07
C 0.93 0.99 -0.09
N 1.53 -0.19 -0.35
O 2.68 -0.58 0.23
H -2.91 0.29 -0.59
H -2.13 -1.54 -0.04
H -2.56 -0.33 1.04
H 1.46 1.75 0.33
H 0.83 -0.91 -0.12
H 3.44 0.04 -0.33
*
```

Values from the calculation:
E_LUMO in eV: 0.75
SMILES string: CO/N=C\NO
HOMO-LUMO gap in eV: 9.4
HOMO in eV: -8.685

natural (NBO) atomic charge list, values in e, 8 entries: number 1, C, carries -0.26; number 2, O, carries -0.48; number 3, N, carries -0.17; number 4, C, carries 0.17; number 5, N, carries -0.35; number 6, O, carries -0.53; number 7, H, carries 0.20; number 8, H, carries 0.21

***

2:
C2H6N2O2 | the ωB97M-V functional and the def2-TZVPD basis

Structure (ORCA input):
```
! wB97M-V def2-TZVPD RIJCOSX def2/J DEFGRID3
* xyz 0 1
C 2.02 -0.04 -0.13
O 0.75 0.59 0.00
N -0.20 -0.27 0.80
C -1.32 -0.32 -0.10
N -2.31 0.69 0.16
O -3.12 0.90 -0.71
H 1.92 -0.99 -0.66
H 2.64 0.66 -0.69
H 2.48 -0.21 0.84
H -0.43 0.31 1.61
H -1.78 -1.31 -0.08
H -0.64 0.00 -1.03
*
```

Values from the calculation:
E_LUMO in eV: -0.22
SMILES string: CONCN=O
HOMO-LUMO gap in eV: 9.1
HOMO in eV: -9.273

natural (NBO) atomic charge list, values in e, 8 entries: number 1, C, carries -0.25; number 2, O, carries -0.44; number 3, N, carries -0.34; number 4, C, carries -0.23; number 5, N, carries 0.12; number 6, O, carries -0.27; number 7, H, carries 0.17; number 8, H, carries 0.20

***

3:
C2H6N2O2 | the ωB97M-V functional and the def2-TZVPD basis

Structure (ORCA input):
```
! wB97M-V def2-TZVPD RIJCOSX def2/J DEFGRID3
* xyz 0 1
N 2.32 -0.38 0.17
N 1.14 0.07 -0.42
C 0.12 0.52 0.35
C -1.09 0.15 -0.26
O -2.12 1.07 -0.27
O -1.54 -1.17 -0.06
H 2.27 -0.48 1.18
H 3.09 0.21 -0.11
H 0.39 -0.52 -1.11
H 0.29 1.26 1.13
H -2.86 0.72 0.25
H -2.00 -1.45 -0.86
*
```

Values from the calculation:
E_LUMO in eV: 0.52
SMILES string: NNC=C(O)O
HOMO-LUMO gap in eV: 7.8
HOMO in eV: -7.321

natural (NBO) atomic charge list, values in e, 8 entries: number 1, N, carries -0.66; number 2, N, carries -0.38; number 3, C, carries -0.07; number 4, C, carries 0.34; number 5, O, carries -0.70; number 6, O, carries -0.71; number 7, H, carries 0.35; number 8, H, carries 0.36

***

Of them, the most stable is 3 and the least stable is 1.

***

1:
C2H3N4O | the ωB97M-V functional and the def2-TZVPD basis

Structure (ORCA input):
```
! wB97M-V def2-TZVPD RIJCOSX def2/J DEFGRID3
* xyz -1 1
C -0.91 0.09 -2.06
C -0.31 -0.02 -0.17
N -0.20 -0.75 -1.27
N -1.46 1.11 -1.43
N -0.95 1.07 -0.18
N 0.76 -0.78 1.85
O 1.69 0.24 2.18
H -1.31 -0.32 -3.07
H 1.47 0.62 3.06
H 1.21 -1.26 1.10
*
```

Values from the calculation:
E_LUMO (alpha / beta) in eV: 3.99 / 3.98
HOMO-LUMO gap (alpha / beta) in eV: 8.1 / 8.4
HOMO (alpha / beta) in eV: -4.120 / -4.426

natural (NBO) atomic charge list, values in e, 8 entries: number 1, C, carries 0.07; number 2, C, carries 0.43; number 3, N, carries -0.66; number 4, N, carries -0.38; number 5, N, carries -0.45; number 6, N, carries -0.34; number 7, O, carries -0.60; number 8, H, carries 0.15

***

2:
C2H3N4O | the ωB97M-V functional and the def2-TZVPD basis

Structure (ORCA input):
```
! wB97M-V def2-TZVPD RIJCOSX def2/J DEFGRID3
* xyz -1 1
C 0.69 -1.50 -0.69
C 0.01 0.00 0.51
N 0.85 -0.98 0.61
N -0.33 -1.01 -1.35
N -0.80 -0.09 -0.52
N -0.11 1.39 1.31
O -1.14 2.03 0.62
H 1.38 -2.41 -0.99
H -1.34 0.84 -0.59
H 0.78 1.73 1.08
*
```

Values from the calculation:
E_LUMO in eV: 4.44
HOMO-LUMO gap in eV: 7.2
HOMO in eV: -2.789

natural (NBO) atomic charge list, values in e, 8 entries: number 1, C, carries 0.10; number 2, C, carries 0.46; number 3, N, carries -0.58; number 4, N, carries -0.34; number 5, N, carries -0.43; number 6, N, carries -0.33; number 7, O, carries -0.81; number 8, H, carries 0.17

***

Of them, the most stable is 2 and the least stable is 1.